Record 1
DFT (the ωB97M-V functional and the def2-TZVPD basis) results for an isolated molecule of C13H23N3OS.

Each line ends with the natural charge from an NBO analysis.
Geometry (Å):
C1 -4.18690 -3.78634 -0.91022  -0.607
C2 -3.10480 -3.37423 0.08186  -0.386
C3 -2.10979 -2.36565 -0.49146  -0.401
C4 -2.72959 -1.00002 -0.77817  -0.387
C5 -1.67251 0.00755 -1.22443  -0.406
C6 -2.27876 1.38615 -1.47521  -0.391
C7 -1.30757 2.39678 -2.08541  -0.376
C8 -0.19097 2.84064 -1.13119  -0.453
C9 0.86263 1.81919 -0.92111  0.390
N1 1.28399 1.36128 0.23825  -0.544
C10 2.26236 0.48133 -0.09388  0.141
S1 3.12055 -0.42370 1.10380  0.308
C11 2.13310 0.12928 2.53499  -0.638
C12 0.64778 -0.07962 2.29718  0.628
C13 -0.21844 0.96551 2.94830  -0.727
O1 0.21201 -1.01951 1.68923  -0.557
N2 2.47502 0.38469 -1.38709  -0.301
N3 1.57953 1.24664 -1.90769  -0.358
H1 -3.73777 -4.17509 -1.82186  0.198
H2 -4.81795 -4.56245 -0.48209  0.206
H3 -4.82055 -2.94246 -1.17128  0.198
H4 -2.55390 -4.26521 0.39151  0.199
H5 -3.57281 -2.95077 0.97354  0.190
H6 -1.68021 -2.76769 -1.41228  0.187
H7 -1.29620 -2.22993 0.22281  0.232
H8 -3.21645 -0.63022 0.12752  0.191
H9 -3.49190 -1.08701 -1.55557  0.189
H10 -0.90639 0.06777 -0.45176  0.217
H11 -1.19819 -0.35472 -2.14061  0.191
H12 -2.66864 1.78547 -0.53615  0.195
H13 -3.12423 1.27548 -2.15985  0.202
H14 -0.87352 1.97824 -2.99640  0.188
H15 -1.87181 3.28786 -2.37072  0.211
H16 -0.61346 3.09357 -0.15827  0.232
H17 0.28618 3.73815 -1.53791  0.228
H18 2.45720 -0.49620 3.36798  0.254
H19 2.36316 1.17257 2.74283  0.236
H20 -1.26607 0.69775 2.84196  0.231
H21 -0.03435 1.92045 2.46313  0.248
H22 0.03745 1.05670 4.00159  0.224
H23 1.51777 1.36549 -2.90573  0.416

Cartesian forces (eV/Å) of the 3 atoms listed first:
C 0.0898 0.0315 0.2433
C 0.1156 -0.0212 -0.2549
C -0.2642 0.0438 0.2617

The HOMO energy is -8.4 eV. The value obtained for the HOMO-LUMO gap is 9.2 eV. The calculation puts the energy above the lowest of the compared OMol25 structures with the same formula, charge and spin at 8.5 kJ/mol. For the energy, the calculation gives -1146.8618 Ha.

***

Record 2
DFT (the ωB97M-V functional and the def2-TZVPD basis) results for C13H23N5O3PdS as an isolated structure.

Each line ends with the natural charge from an NBO analysis.
Geometry (Å):
Pd1 0.99598 0.12753 0.19735  0.844
C1 -0.91195 1.37782 2.74621  -0.247
O1 -0.14699 1.70235 1.58667  -0.590
C2 0.15133 3.09262 1.46089  -0.098
C3 0.49879 3.36496 0.01648  -0.087
O2 1.45841 2.44110 -0.48956  -0.563
C4 2.83348 2.66732 -0.19418  -0.100
C5 3.24834 1.94379 1.06277  -0.097
O3 2.89459 0.54922 0.93861  -0.536
C6 3.36966 -0.21161 2.07163  -0.255
H1 -1.79115 2.02111 2.80866  0.190
H2 -0.31379 1.49230 3.65226  0.195
H3 -1.22229 0.33947 2.65064  0.200
H4 0.95952 3.35927 2.14584  0.182
H5 -0.72098 3.69517 1.73051  0.206
H6 0.84100 4.39564 -0.10616  0.207
H7 -0.38491 3.21628 -0.60310  0.205
H8 3.05154 3.73426 -0.11047  0.214
H9 3.39069 2.26525 -1.04020  0.217
H10 2.77728 2.34309 1.96165  0.188
H11 4.33173 2.00813 1.18299  0.221
H12 4.42603 0.00532 2.21797  0.212
H13 3.24433 -1.26468 1.84385  0.219
H14 2.80287 0.05260 2.96504  0.194
S1 1.85523 -1.90539 -0.33724  -0.062
C7 0.86025 -2.57628 -1.61802  0.097
N1 0.84606 -1.94747 -2.81392  -0.447
C8 0.17713 -2.38598 -3.89290  0.091
C9 -0.53482 -3.55672 -3.81639  -0.238
C10 -0.53722 -4.25219 -2.61158  -0.078
C11 0.15367 -3.76223 -1.51250  -0.235
H15 1.38496 -1.09109 -2.88100  0.449
H16 0.25468 -1.78494 -4.78721  0.250
H17 -1.06468 -3.92068 -4.68390  0.265
H18 -1.08631 -5.18108 -2.52832  0.255
H19 0.16472 -4.28747 -0.56896  0.263
N2 -5.00182 -1.78842 0.68159  -0.735
C12 -4.03244 -1.01097 0.21741  0.671
N3 -4.29765 0.26122 -0.09641  -0.769
N4 -2.82512 -1.56258 0.07599  -0.627
C13 -1.77924 -0.88771 -0.21566  0.607
N5 -0.78008 -0.35306 -0.49770  -0.581
H20 -5.94086 -1.45735 0.82231  0.422
H21 -4.77576 -2.73073 0.95328  0.437
H22 -5.22938 0.63789 -0.04196  0.425
H23 -3.59484 0.82490 -0.54324  0.421

Cartesian forces (eV/Å) of the 3 atoms listed first:
Pd 0.2309 -0.1754 0.2238
C 0.1005 -0.0942 0.0533
O 0.0419 0.2091 -0.3059

The HOMO energy (alpha / beta) is -14.4 / -14.4 eV. The value obtained for the HOMO-LUMO gap (alpha / beta) is 7.5 / 7.5 eV. As for the charge: +2. The calculation puts the energy above the lowest of the compared OMol25 structures with the same formula, charge and spin at 42.7 kJ/mol. For the energy, the calculation gives -1534.2017 Ha.

***

Record 3
DFT (the ωB97M-V functional and the def2-TZVPD basis) results for an isolated molecule of C13H23NO.

Each line ends with the natural charge from an NBO analysis.
Geometry (Å):
C1 3.12320 1.38606 1.82413  -0.592
C2 2.37573 0.02724 1.35881  -0.537
C3 1.95623 -0.04495 -0.08785  0.616
O1 2.85941 -0.01119 -0.90881  -0.563
C4 0.49711 -0.17384 -0.53570  -0.326
C5 -0.27561 -1.32580 0.15094  -0.168
C6 0.21338 -2.78493 -0.28446  -0.398
C7 0.51890 -3.11134 -1.66729  -0.608
C8 -1.72346 -1.14611 -0.19092  -0.420
C9 -2.24308 0.28166 -0.22013  -0.041
C10 -2.16773 1.08364 1.04087  -0.425
C11 -0.69562 1.50464 1.00861  -0.430
C12 -0.07293 1.19076 -0.26226  -0.083
N1 -1.30264 1.12375 -1.08676  -0.458
C13 -1.82885 2.40327 -1.73046  -0.406
H1 4.12725 1.27652 1.52283  0.218
H2 3.09011 1.60333 2.95712  0.214
H3 2.67394 2.25049 1.29934  0.206
H4 1.74815 -0.38150 2.15638  0.216
H5 3.09420 -0.74850 1.34726  0.236
H6 0.51041 -0.28839 -1.65543  0.258
H7 -0.17156 -1.26630 1.29704  0.199
H8 -0.44123 -3.52439 0.07909  0.199
H9 1.12484 -3.01231 0.22225  0.200
H10 -0.28282 -2.91760 -2.43311  0.199
H11 0.86298 -4.09230 -1.68614  0.214
H12 1.36212 -2.48269 -2.01277  0.211
H13 -1.76892 -1.63739 -1.10531  0.208
H14 -2.22306 -1.79967 0.47407  0.207
H15 -3.25061 0.19257 -0.66659  0.214
H16 -2.83478 1.95281 0.87966  0.201
H17 -2.50139 0.70725 2.01502  0.212
H18 -0.29202 0.96281 1.83041  0.207
H19 -0.59735 2.51925 1.30494  0.217
H20 0.47883 2.09735 -0.55798  0.228
H21 -2.05228 3.16425 -0.98247  0.163
H22 -1.12408 2.81906 -2.43111  0.206
H23 -2.76681 2.20250 -2.26325  0.206

Cartesian forces (eV/Å) of the 3 atoms listed first:
C -2.1183 -0.5243 0.6532
C 0.4556 0.9961 1.6676
C 0.2905 -0.4971 -0.8247

The HOMO energy is -8.1 eV. The value obtained for the HOMO-LUMO gap is 9.0 eV. The calculation puts the energy above the lowest of the compared OMol25 structures with the same formula, charge and spin at 258.0 kJ/mol. For the energy, the calculation gives -639.0523 Ha.

***

Record 4
DFT (the ωB97M-V functional and the def2-TZVPD basis) results for C13H24AsBr2NRu as an isolated structure.

Each line ends with the Löwdin spin population.
Geometry (Å):
Ru1 0.42338 0.67988 0.38415  2.829
Br1 0.38510 1.21699 2.93901  0.131
C1 0.47072 3.11362 2.49683  0.001
Br2 0.40572 3.25447 0.54309  0.113
H1 1.42131 3.51434 2.83681  0.001
H2 -0.39611 3.61735 2.91366  0.002
N1 2.85037 0.42804 -0.26546  0.117
C2 3.60926 -0.79321 -0.28416  0.247
C3 4.76663 -0.87131 0.53549  0.048
C4 5.57320 -1.96562 0.44986  0.092
C5 5.20127 -3.04426 -0.41518  0.351
C6 4.03692 -2.94095 -1.25347  0.111
C7 3.24040 -1.84204 -1.16416  0.044
H3 3.38318 1.14506 0.22479  0.003
H4 2.75659 0.74306 -1.23496  0.011
H5 5.03047 -0.04879 1.19130  -0.001
H6 6.49146 -2.02903 1.02080  0.001
H7 5.78356 -3.95947 -0.41489  0.013
H8 3.81314 -3.74314 -1.94571  0.002
H9 2.36757 -1.74832 -1.79812  -0.002
C8 -3.82042 2.70937 0.11142  0.002
C9 -3.54798 1.30340 0.61843  -0.001
As1 -1.95941 0.45626 -0.14125  -0.091
C10 -1.91493 0.69783 -2.08578  -0.001
C11 -3.18595 0.00094 -2.61085  -0.012
C12 -1.93000 -1.44727 0.35017  -0.003
C13 -2.09261 -1.74509 1.83846  0.000
H10 -4.81017 2.98831 0.47791  0.001
H11 -3.85303 2.77372 -0.97527  0.000
H12 -3.11455 3.43887 0.50509  0.000
H13 -4.26533 0.54997 0.26449  -0.004
H14 -3.46500 1.21788 1.70107  0.000
H15 -0.99986 0.26451 -2.49119  0.002
H16 -1.90349 1.77327 -2.26135  0.000
H17 -3.17379 -1.07728 -2.46711  0.000
H18 -3.19422 0.19068 -3.68717  -0.003
H19 -4.10135 0.42414 -2.20024  0.000
H20 -1.06146 -1.93361 -0.10315  0.002
H21 -2.80029 -1.75628 -0.24673  -0.005
H22 -1.21524 -1.47555 2.42547  0.000
H23 -2.23605 -2.81998 1.95096  0.000
H24 -2.96899 -1.26075 2.26690  0.000

Cartesian forces (eV/Å) of the 3 atoms listed first:
Ru 0.7616 0.2702 0.4016
Br -0.0709 -0.0599 -0.0130
C -0.0148 0.0208 0.0030

The HOMO energy (alpha / beta) is -22.5 / -22.6 eV. The value obtained for the HOMO-LUMO gap (alpha / beta) is 6.2 / 6.6 eV. As for the charge: +4. As for the multiplicity: 5. The calculation puts the energy above the lowest of the compared OMol25 structures with the same formula, charge and spin at 39.6 kJ/mol. For the energy, the calculation gives -8041.3784 Ha.

***

Record 5
DFT (the ωB97M-V functional and the def2-TZVPD basis) results for C13H24BO11Ti as an isolated structure.

Each line ends with the Löwdin spin population.
Geometry (Å):
Ti1 -0.07524 0.20575 -0.15614  2.635
O1 -2.41585 -0.05136 1.29860  0.034
C1 -1.97232 -0.79841 2.17179  0.015
O2 -0.89549 -0.70291 2.88690  0.011
B1 -0.52868 -2.11121 3.30841  0.004
O3 -1.85646 -2.82127 3.23254  0.000
C2 -2.61956 -2.17195 2.36044  0.002
O4 -3.62094 -2.56750 1.61720  0.003
O5 0.10199 -2.16906 4.58801  0.000
C3 1.47955 -2.47636 4.57150  0.000
O6 2.28338 -2.51524 5.44084  0.000
C4 1.78710 -2.74083 3.02753  0.001
O7 0.53434 -2.69565 2.41291  0.011
O8 2.83559 -3.12247 2.51248  0.001
C5 -2.14018 1.94301 -2.49287  0.016
C6 -0.76521 2.51691 -2.79366  0.005
C7 -0.55500 3.98770 -2.49161  0.002
O9 0.27942 1.84177 -2.19025  0.051
H1 -2.53286 1.91770 -1.47638  0.009
H2 -2.26759 0.92133 -2.85071  0.000
H3 -2.81474 2.65462 -2.96899  0.001
H4 -0.45261 2.18003 -3.78204  0.000
H5 -0.32882 4.18913 -1.44454  0.001
H6 -1.47072 4.53893 -2.70540  0.000
H7 0.24369 4.49479 -3.03295  0.000
H8 1.04823 2.00089 -2.74271  0.003
C8 3.42980 1.31503 3.00455  0.001
C9 2.36871 1.75505 2.02067  0.005
C10 2.82293 1.97417 0.56182  0.025
O10 1.21781 0.84988 1.85495  0.036
H9 4.01634 0.44426 2.71157  0.000
H10 2.76460 1.26770 3.86674  0.000
H11 3.93779 2.26135 3.19039  0.000
H12 2.00360 2.72974 2.34437  0.001
H13 3.85464 2.32425 0.52863  0.001
H14 2.14746 2.60743 -0.01336  0.005
H15 2.87613 1.04660 -0.00816  0.018
H16 0.78121 0.77530 2.70667  0.001
C11 -0.80390 -3.04927 -3.22766  0.000
C12 -1.09763 -1.60627 -2.75403  0.005
C13 -2.46576 -1.66875 -1.98851  0.007
O11 -0.08038 -1.27653 -1.92574  0.070
H17 0.15024 -3.07945 -3.75378  0.000
H18 -1.42572 -3.44733 -4.02953  0.000
H19 -0.71223 -3.76262 -2.40862  0.000
H20 -1.18736 -0.85718 -3.54074  0.001
H21 -3.13261 -2.21374 -2.65665  0.000
H22 -2.94064 -0.72680 -1.71408  0.001
H23 -2.39593 -2.15902 -1.01751  0.003
H24 0.58986 -1.95191 -2.05313  0.011

Cartesian forces (eV/Å) of the 3 atoms listed first:
Ti 0.2743 0.3029 0.2877
O 1.5687 -0.0082 1.2572
C -1.9932 0.2067 -2.2859

The HOMO energy (alpha / beta) is -5.9 / -9.8 eV. The value obtained for the HOMO-LUMO gap (alpha / beta) is 5.7 / 9.5 eV. As for the multiplicity: 4. The calculation puts the energy above the lowest of the compared OMol25 structures with the same formula, charge and spin at 304.1 kJ/mol. For the energy, the calculation gives -2211.7599 Ha.